Record 1
This record from the Open Molecules 2025 dataset describes a structure of composition C29H38N9O4PSn in a non-equilibrium geometry. The level of theory is the ωB97M-V functional and the def2-TZVPD basis.

```
82
Properties=species:S:1:pos:R:3:forces:R:3
Sn -0.00433 0.25541 -0.09837 0.9 0.0 -0.2
C -2.34922 -3.80230 -0.58499 0.0 0.0 0.1
C -1.50341 -4.83519 -0.18321 0.0 0.1 0.0
C -0.28288 -4.51534 0.35492 0.0 0.1 0.0
C 0.10670 -3.16248 0.46718 -0.9 -0.4 -0.4
N -0.70115 -2.18946 0.02610 0.8 0.2 0.5
C -1.89204 -2.50998 -0.45303 -0.6 -0.1 -0.1
N 1.33096 -2.95816 0.99230 1.2 0.1 0.4
C 1.85875 -1.88123 1.46645 -0.2 -0.9 -0.1
N 1.37125 -0.61893 1.63036 -1.1 0.5 -1.0
C 2.32170 0.13397 2.24212 0.2 0.8 0.5
N 2.37493 1.37617 2.58843 0.8 -0.9 0.3
C 1.56116 2.40292 2.29119 -0.5 1.0 -0.1
C 1.84932 3.62018 2.95074 -0.2 -0.1 -0.1
C 1.14843 4.75433 2.63105 -0.1 -0.1 -0.1
C 0.14510 4.67254 1.66523 0.0 0.0 0.0
C -0.08116 3.44659 1.07603 -0.3 0.3 -0.2
N 0.59649 2.34775 1.36452 0.4 -0.5 0.3
C 3.48806 -0.70493 2.55963 0.2 -0.9 -0.1
C 4.67232 -0.43475 3.21487 -0.1 0.0 -0.1
C 5.59055 -1.47024 3.32650 0.0 0.1 0.1
C 5.32598 -2.72548 2.79391 0.0 -0.1 -0.1
C 4.12965 -2.99538 2.13976 -0.1 0.0 -0.1
C 3.21501 -1.96560 2.03548 0.5 0.6 0.5
H -3.32827 -3.99875 -0.99206 -0.1 0.0 0.0
H -1.80311 -5.86814 -0.29167 0.0 -0.1 0.0
H 0.40745 -5.26519 0.70468 0.1 -0.1 0.0
H -2.51257 -1.67172 -0.74343 0.0 0.0 0.0
H 2.64267 3.62369 3.67875 0.1 0.0 0.1
H 1.37925 5.69666 3.10699 0.0 0.1 0.1
H -0.42472 5.54254 1.38021 -0.1 0.0 -0.1
H -0.84457 3.32100 0.31345 0.0 0.0 -0.1
H 4.86346 0.54610 3.62082 0.0 0.1 0.0
H 6.52688 -1.29973 3.83852 0.1 0.0 0.0
H 6.06747 -3.50596 2.89169 0.0 0.0 0.0
H 3.92396 -3.96571 1.71290 -0.1 -0.1 0.0
C 3.33132 -0.63556 -2.82796 -0.2 0.0 0.5
C 2.96453 -0.30277 -1.37692 0.4 -0.2 0.1
C 3.93519 0.74206 -0.81816 -0.3 -0.3 0.0
O 1.65318 0.13818 -1.31801 -0.7 0.3 0.2
H 4.30159 -1.12498 -2.87616 0.2 0.0 -0.1
H 3.35096 0.27792 -3.41602 0.0 0.2 -0.1
H 2.57876 -1.29662 -3.24523 -0.1 -0.1 -0.1
H 3.07294 -1.22618 -0.77744 0.1 0.0 -0.1
H 3.81022 1.66947 -1.37367 0.1 0.1 -0.1
H 4.96304 0.39313 -0.90206 0.1 0.0 0.0
H 3.71559 0.93580 0.22959 0.0 0.1 0.1
N -4.79239 3.30238 0.59974 -0.1 0.0 0.1
C -5.49002 2.19463 0.95695 0.4 0.3 -0.2
N -6.82384 2.30861 1.14289 -0.1 0.2 -0.1
N -4.95911 1.02788 1.11690 -1.6 -0.4 0.2
C -3.70144 0.73895 1.07973 0.6 0.1 0.0
N -2.61252 0.35715 1.09322 0.3 -0.2 0.2
H -5.20811 4.21651 0.61155 0.0 0.0 0.1
H -3.78823 3.25212 0.62657 0.0 0.0 0.0
H -7.31671 3.13327 0.84918 0.0 -0.1 0.0
H -7.33320 1.44424 1.21651 0.0 0.1 0.0
C -1.33072 -3.29983 -5.35429 -0.1 0.2 0.3
C -1.74769 -2.88258 -3.95070 0.1 -0.5 -0.2
O -2.13855 -1.52636 -3.91682 0.0 0.7 0.1
P -1.30786 -0.47985 -2.91378 -0.4 -0.4 -0.6
O -0.16598 0.11597 -3.84341 0.3 -0.1 0.0
C -0.39361 0.75442 -5.09228 0.0 0.3 -0.5
C 0.61048 0.25277 -6.11897 -0.2 0.1 0.3
O -2.39130 0.73201 -3.06015 0.4 0.3 -0.2
C -3.68252 0.61553 -2.50206 -0.5 0.1 -0.1
C -4.73731 0.48298 -3.59296 0.3 0.0 0.2
H -1.09068 -4.35974 -5.35448 0.1 -0.1 -0.1
H -0.45793 -2.73731 -5.67591 0.1 0.0 0.0
H -2.14085 -3.12324 -6.05811 -0.1 0.0 -0.1
H -0.92015 -3.05637 -3.25382 -0.1 -0.1 0.1
H -2.60742 -3.48604 -3.63534 0.2 0.0 0.1
H -0.26589 1.82954 -4.93605 -0.1 -0.1 0.0
H -1.41888 0.57398 -5.42776 0.1 0.0 0.0
H 1.60127 0.20353 -5.67667 0.1 0.1 0.0
H 0.63408 0.93537 -6.96441 0.0 0.0 -0.1
H 0.34632 -0.73888 -6.47526 0.0 -0.1 0.0
H -3.86377 1.52193 -1.91279 0.0 -0.1 0.0
H -3.74295 -0.24753 -1.83435 0.0 0.0 0.1
H -4.70381 1.34017 -4.26222 0.0 0.1 0.0
H -5.72575 0.42654 -3.14137 -0.1 0.0 0.0
H -4.55395 -0.41821 -4.17179 0.0 -0.1 -0.1
```
Positions in Å, forces in eV/Å.

The gap between HOMO and LUMO comes out at 6.95 eV. The relative energy (zero: lowest compared OMol25 entry of this formula, charge and spin) is 69.5 kJ/mol. For the energy, the calculation gives -2477.4025 Eh.

List of Löwdin charges in e, atom by atom: 1.249 -0.075 -0.066 -0.004 -0.327 0.026 -0.212 0.170 -0.315 0.053 -0.317 0.163 -0.335 -0.005 -0.074 -0.079 -0.181 0.019 -0.110 -0.006 -0.077 -0.078 -0.005 -0.105 0.102 0.106 0.108 0.055 0.107 0.104 0.093 0.085 0.111 0.100 0.100 0.111 -0.060 -0.576 -0.046 -0.466 0.072 0.072 0.066 0.119 0.079 0.077 0.052 0.182 -0.508 0.162 0.112 -0.374 0.093 0.107 0.099 0.104 0.113 -0.066 -0.329 -0.301 0.803 -0.307 -0.279 -0.061 -0.310 -0.318 -0.067 0.075 0.059 0.077 0.103 0.109 0.120 0.109 0.071 0.074 0.057 0.105 0.090 0.077 0.072 0.067

Record 2
This record from the Open Molecules 2025 dataset describes a structure of composition C29H39Br2FN5OPReSi in a non-equilibrium geometry. The level of theory is the ωB97M-V functional and the def2-TZVPD basis.

```
80
Properties=species:S:1:pos:R:3:forces:R:3
Re 0.37627 0.99889 -0.23451 -0.4 -0.9 -0.8
Br 0.22049 7.23776 2.07086 0.1 -0.7 -0.5
C 0.40507 5.66358 1.00268 -1.5 1.1 0.3
C 1.61342 5.00312 0.95700 0.8 0.2 0.4
C 1.63431 3.81120 0.29242 -0.3 -1.6 -0.5
N 0.52677 3.19665 -0.19764 0.9 1.9 -0.6
C -0.60222 3.93095 -0.27016 -1.3 -1.6 0.8
C -0.74642 5.18425 0.33264 1.5 -0.7 0.1
C -1.76795 3.09891 -0.79594 -0.3 0.8 -1.4
C -2.92328 3.71973 -1.32346 1.0 -1.4 1.1
C -3.95439 2.92690 -1.80717 0.3 1.4 0.2
Br -5.58270 3.79532 -2.12837 0.0 -0.4 -0.2
C -3.70118 1.60380 -2.00397 -0.9 -0.7 -0.1
C -2.51576 1.04961 -1.60838 0.6 -1.3 0.4
N -1.56933 1.74783 -0.94717 -0.2 0.9 -0.1
H 2.52823 5.33190 1.48866 -0.8 0.1 -0.5
H 2.54083 3.21450 0.18085 -0.2 0.5 0.2
H -1.69703 5.69138 0.37893 0.1 0.1 0.0
H -3.10067 4.75943 -1.28187 0.2 1.0 0.2
H -4.47472 0.96103 -2.36841 -0.2 -0.3 -0.4
H -2.40239 -0.05811 -1.79328 0.5 1.6 0.3
C 3.56317 1.92772 -1.93159 1.6 0.0 0.5
C 3.80700 0.74374 -1.00790 -0.3 -1.1 -0.3
P 2.65144 0.34098 0.30962 -0.6 0.9 1.1
C 2.96235 1.34555 1.83958 -0.3 -1.4 1.0
C 4.38304 1.80231 2.04003 1.0 0.3 -0.4
C 3.11382 -1.37562 0.69436 0.3 0.5 -1.4
C 4.56926 -1.48942 1.15168 0.0 -1.9 0.9
H 4.09850 1.61205 -2.83365 -0.2 0.9 -0.1
H 3.91346 2.89101 -1.52609 0.4 -0.5 -0.3
H 2.54615 2.10910 -2.14347 -1.3 -0.2 -0.4
H 4.79871 0.64600 -0.59833 0.5 0.7 0.2
H 3.77523 -0.19728 -1.59071 -0.3 0.4 -0.1
H 2.70373 0.58238 2.60621 0.0 0.4 -0.2
H 2.23440 2.14715 2.00592 0.2 -0.3 -0.2
H 5.12947 1.10546 1.63639 -0.3 0.2 0.0
H 4.71284 1.95563 3.07425 -0.6 0.1 -0.1
H 4.49392 2.73918 1.48835 0.4 0.1 0.1
H 3.01083 -1.79193 -0.32472 0.2 -0.2 0.3
H 2.38393 -1.93334 1.26315 0.0 0.2 0.6
H 5.29671 -1.13079 0.41498 -0.2 0.0 0.3
H 4.72503 -2.59511 1.28262 0.2 1.0 -0.2
H 4.76441 -1.07949 2.15878 -0.2 0.1 -0.6
C -4.82716 -3.30333 -1.56189 1.7 0.2 -2.2
N -4.17136 -2.61393 -0.49015 0.4 1.0 2.9
C -4.89071 -2.19716 0.62625 0.2 -1.6 -2.7
C -4.46770 -1.32348 1.51618 1.2 0.8 -0.2
C -3.11430 -0.84605 1.36186 -1.5 -0.2 1.4
N -2.34903 -1.39013 0.43231 1.1 0.1 -0.7
C -2.89155 -2.09497 -0.67595 -2.5 0.5 2.4
O -2.35382 -2.11982 -1.71575 1.7 -0.3 -2.8
N -2.64345 0.05672 2.22145 -0.4 -1.3 -1.9
H -5.79928 -3.66564 -1.30412 -0.3 -0.4 0.4
H -4.09880 -4.08181 -1.93212 -1.2 0.6 0.2
H -4.94927 -2.54232 -2.36452 0.0 -0.8 0.1
H -5.85804 -2.63566 0.58060 -0.8 0.0 0.5
H -5.18331 -0.92658 2.17918 -0.3 0.4 1.1
H -3.24085 0.31682 2.95316 -0.4 0.7 1.1
H -1.73411 0.41697 2.05599 1.0 1.0 0.5
C -0.12844 -1.46786 2.33905 -0.4 1.7 0.3
Si -0.43436 -1.27903 0.47947 -0.3 1.0 0.4
C 0.66358 0.33072 -2.20496 0.2 1.4 -0.3
C -0.10850 -2.87250 -0.26873 1.4 -3.3 0.5
C -0.60862 -3.97006 0.55907 0.3 1.9 -1.3
C -0.40313 -5.27059 0.22596 0.4 -1.1 -0.9
C 0.38945 -5.64848 -0.86636 0.1 2.1 0.4
C 1.01062 -4.61660 -1.57444 1.0 -1.3 -0.2
C 0.81013 -3.26387 -1.26561 -1.5 -0.7 -0.2
H 0.53611 -2.26206 2.58495 0.7 -0.6 0.0
H -1.06405 -1.69170 2.83780 -0.2 -0.3 0.2
H 0.21015 -0.51062 2.82166 -0.1 -0.9 -0.5
H 1.60216 -0.10110 -2.52648 0.2 -0.1 -0.1
H 0.43178 1.20412 -2.84870 0.5 -0.1 0.1
H -0.10922 -0.31980 -2.49636 -1.1 -1.4 -0.3
H -1.19656 -3.74489 1.42850 -0.3 0.1 0.3
H -0.83791 -6.07883 0.76670 -0.4 -0.2 0.7
H 0.54761 -6.68122 -1.07165 0.1 -0.5 -0.3
H 1.76408 -4.92984 -2.34223 -0.9 0.6 0.5
H 1.20589 -2.61142 -2.01456 0.3 0.9 0.1
F -0.15279 1.51206 1.60128 -0.5 0.0 1.1
```
Positions in Å, forces in eV/Å.

The gap between HOMO and LUMO (spin up / spin down) comes out at 7.82 / 6.95 eV. The expectation value of S² is 3.774. The total charge is +2. The relative energy (zero: lowest compared OMol25 entry of this formula, charge and spin) is 149.3 kJ/mol. For the energy, the calculation gives -7434.0510 Eh. Its spin multiplicity is 4.

List of Löwdin charges in e, atom by atom: 1.309 0.831 -0.609 -0.069 -0.114 -0.046 -0.172 -0.009 -0.130 -0.035 -0.660 0.882 -0.072 -0.089 -0.037 0.143 0.080 0.118 0.097 0.119 0.114 -0.119 -0.384 0.842 -0.385 -0.132 -0.363 -0.117 0.100 0.083 0.017 0.074 0.095 0.095 0.051 0.061 0.095 0.074 0.077 0.064 0.077 0.104 0.083 0.005 -0.036 0.002 0.031 -0.326 0.058 -0.511 0.126 0.232 0.094 0.132 0.115 0.137 0.118 0.126 0.040 -0.195 0.586 -0.332 -0.295 -0.094 -0.074 -0.040 -0.062 -0.094 0.030 0.032 0.044 0.002 0.028 -0.032 0.094 0.106 0.106 0.127 0.089 -0.512

Record 3
This record from the Open Molecules 2025 dataset describes a structure of composition C29H39ClCrN5O3S2Se in a non-equilibrium geometry. The level of theory is the ωB97M-V functional and the def2-TZVPD basis.

```
81
Properties=species:S:1:pos:R:3:forces:R:3
Cr 1.03477 1.15172 0.19449 0.6 0.7 -1.1
S 0.21985 5.52750 0.17645 0.1 -0.5 0.0
C 1.89305 5.39289 0.60314 0.1 0.3 0.0
C 2.28935 4.09238 0.73073 0.1 0.0 0.1
C 1.27232 3.13603 0.49167 0.1 0.2 -0.1
C 0.08036 3.77814 0.18521 -0.4 0.3 0.1
C -1.10420 3.03019 -0.01049 0.2 0.7 0.1
C -2.38701 3.53840 -0.25547 -0.3 -0.3 -0.1
C -3.45353 2.67901 -0.35994 0.1 0.6 0.0
C -3.22838 1.28782 -0.21413 0.2 -0.5 0.0
C -1.95029 0.84272 0.01464 -0.6 -0.3 0.1
N -0.89254 1.66392 0.11736 -0.2 -0.4 0.0
H 2.47446 6.29214 0.71808 0.1 0.0 0.0
H 3.30649 3.84628 1.01214 0.1 0.0 -0.1
H -2.50850 4.60884 -0.35251 0.0 0.1 0.0
H -4.45376 3.05111 -0.53480 0.0 0.1 0.0
H -4.03813 0.57550 -0.26716 0.0 -0.1 0.0
H -1.74132 -0.21603 0.14195 0.0 -0.1 0.0
C 5.43885 -0.62080 -1.19112 -0.1 0.1 0.0
C 5.21835 0.89686 -1.21734 0.2 0.0 0.1
C 5.60620 1.45060 -2.58865 -0.1 0.0 0.1
C 6.08005 1.56526 -0.14255 -0.2 0.0 -0.1
N 3.82128 1.31490 -1.02129 0.0 0.0 -0.2
N 3.19957 0.92694 0.20324 -0.1 -0.4 -0.1
H 6.49971 -0.84705 -1.30363 0.0 0.0 0.0
H 4.89459 -1.10332 -2.00351 0.0 0.0 0.0
H 5.09394 -1.06743 -0.26070 0.0 0.0 0.1
H 6.64817 1.22861 -2.81514 0.0 0.0 0.0
H 5.45677 2.52918 -2.60831 0.0 0.0 0.0
H 4.98212 1.00802 -3.36614 0.0 0.0 -0.1
H 7.13590 1.41679 -0.36697 0.0 0.0 0.0
H 5.88311 1.14261 0.84315 0.0 0.0 0.1
H 5.87365 2.63506 -0.11962 0.0 0.1 0.0
H 3.23895 0.96478 -1.77748 -0.1 0.2 0.1
H 3.62199 1.46582 0.95229 -0.2 0.0 0.0
H 3.30476 -0.08160 0.39113 0.1 0.2 0.1
Cl -0.56683 2.09109 5.48512 0.0 0.0 0.0
C 0.06438 0.96493 4.32559 -0.1 -0.1 0.3
C 0.25033 -0.36474 4.68664 0.3 0.0 -0.8
C 0.75796 -1.20153 3.70043 -0.2 0.2 0.9
C 1.06730 -0.68813 2.46195 0.0 0.1 -0.6
N 0.89246 0.60310 2.11801 -0.2 -0.7 1.5
C 0.37488 1.41375 3.06476 0.2 0.2 -0.5
H 0.00764 -0.71950 5.67561 -0.1 0.0 0.1
H 0.89577 -2.25683 3.88093 0.0 0.0 -0.1
H 1.47350 -1.34229 1.71018 0.0 0.1 -0.1
H 0.22891 2.44925 2.78562 0.0 0.0 -0.1
O 2.63801 -1.86301 0.10244 -0.7 0.2 -0.6
N 1.75176 -1.73963 -0.75031 0.2 0.3 0.5
O 0.94031 -0.74571 -0.58488 1.3 -1.0 0.4
C -7.16186 -3.90785 0.50008 0.1 0.0 0.0
C -5.69427 -3.57516 0.55022 -0.1 0.0 0.0
C -4.91478 -3.56232 -0.59685 -0.1 0.0 0.0
C -3.55182 -3.29734 -0.55601 -0.1 0.1 0.1
C -2.74956 -3.26254 -1.82317 -0.1 -0.1 0.0
C -2.93687 -3.04917 0.68154 0.4 0.0 0.1
Se -1.06119 -2.74474 0.77212 0.0 -0.1 0.1
C -3.71999 -3.02905 1.84901 -0.1 0.0 -0.1
C -3.08868 -2.72374 3.17375 -0.1 0.0 0.0
C -5.07926 -3.29130 1.76277 0.0 0.0 0.0
H -7.52705 -3.90809 -0.52646 -0.1 0.0 0.0
H -7.74581 -3.19030 1.07868 -0.1 0.0 0.0
H -7.34289 -4.89911 0.92290 -0.1 0.0 0.0
H -5.38366 -3.76624 -1.55473 0.0 0.0 -0.1
H -3.36066 -3.53537 -2.68569 -0.1 0.0 0.0
H -1.90175 -3.94414 -1.74720 0.1 0.0 0.0
H -2.33425 -2.26326 -1.97585 0.1 0.0 0.0
H -2.57789 -1.75951 3.13132 0.1 0.0 0.0
H -2.32926 -3.47243 3.40752 0.1 0.0 0.0
H -3.83308 -2.70257 3.97148 -0.1 0.0 0.0
H -5.67406 -3.27645 2.67092 -0.1 0.0 0.0
C 0.93051 -0.68271 -3.63111 -0.2 0.1 0.6
S -0.08697 0.29620 -2.47529 -1.0 0.3 -2.5
C -1.01821 1.13444 -3.82730 0.1 -0.2 0.7
O 0.82629 1.41850 -2.02780 0.9 0.1 1.0
H 1.60878 0.00027 -4.13628 0.0 0.1 -0.1
H 0.27556 -1.18609 -4.33617 0.0 -0.1 0.0
H 1.47759 -1.40848 -3.03813 0.0 -0.1 0.0
H -1.55993 0.38027 -4.39478 0.0 0.0 0.0
H -0.34690 1.70427 -4.46440 0.1 0.0 0.0
H -1.72543 1.79949 -3.33592 0.0 0.1 0.0
```
Positions in Å, forces in eV/Å.

The gap between HOMO and LUMO (spin up / spin down) comes out at 3.88 / 5.36 eV. The expectation value of S² is 6.061. The total charge is -1. The relative energy (zero: lowest compared OMol25 entry of this formula, charge and spin) is 0.0 kJ/mol. For the energy, the calculation gives -6330.3740 Eh. Its spin multiplicity is 5.

List of Löwdin charges in e, atom by atom: 0.774 0.957 -0.470 -0.241 -0.286 -0.535 -0.321 -0.061 -0.113 -0.097 -0.174 -0.073 0.038 0.078 0.091 0.085 0.090 0.040 -0.044 -0.627 -0.047 -0.050 -0.020 -0.009 0.082 0.084 0.064 0.082 0.086 0.079 0.081 0.075 0.084 0.098 0.097 0.061 0.672 -0.635 -0.064 -0.044 -0.134 -0.010 -0.110 0.109 0.116 0.058 0.117 -0.126 -0.143 -0.418 -0.076 -0.303 -0.042 -0.323 -0.115 -0.590 0.619 -0.322 -0.121 -0.041 0.063 0.068 0.070 0.101 0.064 0.050 0.054 0.051 0.055 0.063 0.105 -0.211 0.904 -0.213 -0.541 0.057 0.053 0.025 0.048 0.053 0.046